Computed, not measured: a molecular structure, H7OPSSi2, with ωB97M-V/def2-TZVPD.

CARTESIAN COORDINATES (ANGSTROEM)
Si 2.0602 -0.1094 -0.3407
O 0.6399 -0.7687 -0.9079
Si -0.7617 -1.0641 -0.1320
P -1.6456 0.9995 0.3644
S -0.4495 2.4872 -0.0607
H 3.0578 -1.2015 -0.3281
H 1.8523 0.3527 1.0481
H 2.5096 0.9762 -1.2193
H -0.5630 -1.7795 1.1447
H -1.7104 -1.7713 -1.0069
H -2.9080 0.9882 -0.2608
H -2.0817 0.8905 1.6992

Summary:
Total charge: 0
Frontier orbital gap in hartree: 0.331
Highest occupied orbital energy in eV: -8.679

The molecule's Löwdin atomic charges, reported in e, are given here:
1. Si 0.48
2. O -0.57
3. Si 0.36
4. P 0.13
5. S 0.03
6. H -0.07
7. H -0.06
8. H -0.06
9. H -0.05
10. H -0.05
11. H -0.07
12. H -0.07



Computed, not measured: a gas-phase ion, C4H9NOS (charge +1), with ωB97M-V/def2-TZVPD.

CARTESIAN COORDINATES (ANGSTROEM)
C -1.8196 2.1009 -0.2645
N -0.7271 1.4827 -1.1689
C 0.1274 0.3833 -0.5677
C -0.4185 -1.0545 -0.3177
S 1.0297 -2.2294 0.1229
C 0.7697 0.9930 0.6042
O 0.3576 0.8783 1.7580
H -2.3905 2.8910 -0.8466
H -1.3703 2.5368 0.6028
H -2.5530 1.3726 0.1150
H -1.3666 0.9622 -1.9474
H 0.9854 0.1415 -1.1633
H -0.9354 -1.5673 -1.1092
H -0.9307 -1.1942 0.5949
H 0.9226 -3.1483 -1.0166
H 1.4385 1.7338 0.1980

Summary:
Multiplicity: 2
Total charge: +1
Energy relative to the best compared isomer or geometry (same formula, charge and spin) in kJ/mol: 265.1
Frontier orbital gap (spin up / spin down) in hartree: 0.368 / 0.164
Highest occupied orbital energy (spin up / spin down) in eV: -14.357 / -13.802

The molecule's Löwdin atomic charges, reported in e, are given here:
1. C -0.06
2. N 0.00
3. C -0.39
4. C -0.32
5. S 1.04
6. C -0.24
7. O 0.09
8. H 0.11
9. H 0.06
10. H 0.09
11. H 0.18
12. H 0.12
13. H 0.08
14. H 0.06
15. H 0.02
16. H 0.14



Computed, not measured: a molecular structure, C4H7N3, with ωB97M-V/def2-TZVPD.

CARTESIAN COORDINATES (ANGSTROEM)
N -2.1861 -0.4760 0.3328
C -1.1387 0.3527 -0.0419
C 0.1523 -0.3643 -0.1790
C 1.4663 0.0372 0.1454
N 2.4712 -0.7087 0.6767
C 1.4204 1.0295 -0.7584
N -1.2817 1.6045 -0.2841
H -3.1109 -0.1851 0.0527
H -2.0419 -1.4730 0.3186
H 0.0505 -1.3965 -0.5419
H 3.3814 -0.4862 0.2961
H 2.2881 -1.7011 0.7460
H 0.7021 1.8484 -0.6589
H -2.2366 1.9053 -0.0893

Summary:
Total charge: 0
Energy relative to the best compared isomer or geometry (same formula, charge and spin) in kJ/mol: 358.0
Frontier orbital gap in hartree: 0.317
Highest occupied orbital energy in eV: -7.944

The molecule's Löwdin atomic charges, reported in e, are given here:
1. N 0.10
2. C -0.50
3. C -0.05
4. C -0.49
5. N 0.12
6. C 0.17
7. N 0.09
8. H 0.09
9. H 0.08
10. H 0.12
11. H 0.10
12. H 0.10
13. H 0.03
14. H 0.05



Computed, not measured: a molecular structure, C19H43CaN3O6, with ωB97M-V/def2-TZVPD.

CARTESIAN COORDINATES (ANGSTROEM)
Ca -0.0646 0.2226 0.1881
C 1.8578 -3.0856 -0.0220
C 1.9904 -2.3488 1.2627
C 3.4886 -1.9462 1.3608
O 1.0843 -1.3093 1.3573
H 2.0796 -2.3268 -0.8163
H 0.8308 -3.4960 -0.0523
H 2.5532 -3.9099 -0.0957
H 1.7712 -3.0405 2.1148
H 4.1685 -2.8194 1.1923
H 3.8271 -1.4611 2.3136
H 3.6853 -1.1711 0.5832
C -2.4738 3.2942 -1.6277
C -2.6920 1.7418 -1.6369
C -2.5444 1.2469 -3.1018
O -1.8138 1.0155 -0.8275
H -2.5932 3.6479 -0.5909
H -3.2112 3.8402 -2.2474
H -1.4990 3.5397 -2.0343
H -3.7006 1.5196 -1.2989
H -3.1788 1.7733 -3.8207
H -2.7438 0.1917 -3.2338
H -1.4650 1.3944 -3.3853
C -2.1813 -2.7238 -0.6910
O -1.2260 -2.0008 -0.8740
N -2.6904 -3.0113 0.5144
C -4.0770 -3.4853 0.7074
C -2.0598 -2.4001 1.6561
H -2.6765 -3.2013 -1.5248
H -4.3431 -4.2185 -0.0605
H -4.7786 -2.6371 0.7122
H -4.1324 -4.0529 1.6399
H -1.9999 -3.1067 2.4856
H -1.0679 -1.9818 1.4416
H -2.7986 -1.6103 1.9312
C -0.8026 -0.1639 3.6403
O -1.1203 0.5502 2.7248
N 0.3944 -0.2073 4.3141
C 0.7158 -1.3656 5.1598
C 1.5331 0.5849 3.7927
H -1.5398 -0.8238 4.1110
H 1.0791 -0.9594 6.0722
H 1.6307 -1.8892 4.7966
H -0.1554 -2.0410 5.1766
H 2.2139 0.7963 4.5916
H 2.0214 0.0242 2.9658
H 1.1705 1.5401 3.4156
C 0.4051 -0.4462 -2.9162
O 1.0422 0.2397 -2.1199
N 0.4521 -0.2266 -4.2275
C -0.3446 -1.0806 -5.1017
C 1.0525 0.9594 -4.7538
H -0.2227 -1.2786 -2.6731
H -1.3601 -0.6954 -5.1365
H -0.3618 -2.1445 -4.7541
H 0.0342 -0.9029 -6.0781
H 0.9113 1.8283 -4.0858
H 2.1424 0.8813 -4.9238
H 0.5191 1.1102 -5.7076
C 1.5925 4.4090 0.8863
C 2.6294 3.6516 0.0037
C 2.4865 2.2025 0.4912
O 1.1872 2.0892 1.0869
C 0.4904 3.4103 1.1614
H 1.2286 5.3130 0.4499
H 2.1109 4.6029 1.8367
H 3.6607 4.0637 0.0975
H 2.3083 3.6421 -1.0617
H 3.2819 1.9020 1.1756
H 2.5036 1.5119 -0.4404
H 0.0599 3.5097 2.1315
H -0.2755 3.3196 0.3789

Summary:
Total charge: 0
Frontier orbital gap in hartree: 0.301
Highest occupied orbital energy in eV: -7.457

The molecule's Löwdin atomic charges, reported in e, are given here:
1. Ca 1.40
2. C -0.09
3. C -0.65
4. C -0.08
5. O -0.44
6. H 0.09
7. H 0.07
8. H 0.07
9. H 0.12
10. H 0.07
11. H 0.06
12. H 0.07
13. C -0.08
14. C -0.58
15. C -0.08
16. O -0.47
17. H 0.07
18. H 0.07
19. H 0.06
20. H 0.11
21. H 0.07
22. H 0.05
23. H 0.07
24. C -0.31
25. O -0.04
26. N -0.18
27. C -0.04
28. C -0.05
29. H 0.14
30. H 0.09
31. H 0.10
32. H 0.09
33. H 0.10
34. H 0.05
35. H 0.11
36. C -0.36
37. O -0.01
38. N -0.16
39. C -0.04
40. C -0.03
41. H 0.13
42. H 0.07
43. H 0.10
44. H 0.09
45. H 0.08
46. H 0.07
47. H 0.07
48. C -0.34
49. O -0.07
50. N -0.19
51. C -0.03
52. C -0.05
53. H 0.11
54. H 0.08
55. H 0.11
56. H 0.07
57. H 0.09
58. H 0.10
59. H 0.09
60. C -0.15
61. C -0.14
62. C -0.20
63. O -0.31
64. C -0.12
65. H 0.10
66. H 0.12
67. H 0.12
68. H 0.12
69. H 0.12
70. H 0.13
71. H 0.11
72. H 0.11



Computed, not measured: 12 unconnected molecules or ions with the total composition C6H38NO12, with ωB97M-V/def2-TZVPD.

CARTESIAN COORDINATES (ANGSTROEM)
C -0.4281 -2.6993 -0.3738
O -0.8525 -1.7225 -1.3419
C 0.9609 -3.2392 -0.8179
C 2.1268 -2.3405 -0.7023
C 2.2077 -1.8016 0.8196
C 2.9249 -0.4488 1.0022
C 2.3720 0.7019 0.1294
N 0.8995 0.7213 0.1693
H -0.4296 -2.0741 0.5450
H -1.1783 -3.4748 -0.1427
H -1.3184 -2.2182 -2.0353
H 0.8625 -3.8077 -1.7902
H 1.0860 -4.1174 -0.1467
H 3.0975 -2.8201 -0.8848
H 2.1990 -1.5025 -1.4182
H 1.2563 -1.6754 1.3665
H 2.6192 -2.6272 1.4575
H 2.8631 -0.2916 2.1347
H 3.9805 -0.6582 0.7720
H 2.9681 1.5650 0.4403
H 2.8879 0.5091 -0.8167
H 0.5138 0.6419 1.1306
H 0.5559 -0.0873 -0.3759
H 0.5640 1.5719 -0.3192
H -1.1998 0.6794 2.5522
H -0.5017 -0.5750 3.0433
O -0.3080 0.3586 2.8500
H -0.0103 2.7855 -2.5324
H 1.3173 3.0484 -1.9349
O 0.6497 2.3465 -1.9610
H 4.9984 0.4304 -2.6335
H 4.9012 -0.9758 -2.3983
O 5.0536 -0.1720 -1.8944
H -4.0099 -0.3842 -1.1280
H -2.5769 -1.0120 -0.8312
O -3.5216 -1.1426 -0.8047
H 1.2066 -2.0359 -5.0671
H 0.8423 -0.4595 -5.2038
O 1.1046 -1.1868 -4.6560
H 1.0207 3.6755 0.2723
H -0.1201 4.5755 0.0553
O 0.8485 4.5908 0.0386
H -2.0624 5.1192 -0.0004
H -1.9098 4.6077 -1.4569
O -1.7728 4.3770 -0.5419
H -3.3625 0.1287 2.6776
H -3.3156 1.6072 3.3104
O -2.9445 1.0067 2.6651
H -2.0761 2.4519 0.1185
H -1.9848 1.5873 1.4142
O -1.4885 1.9295 0.6296
H -1.5774 -2.2665 4.1341
H -2.2133 -1.8333 2.7049
O -1.4326 -2.0894 3.2006
H -4.7983 -1.6183 1.6020
H -3.5808 -1.3636 0.8320
O -3.9328 -1.2186 1.7462

Summary:
Total charge: +1
Energy relative to the best compared isomer or geometry (same formula, charge and spin) in kJ/mol: 265.1
Frontier orbital gap in hartree: 0.396
Highest occupied orbital energy in eV: -13.274

The molecule's Löwdin atomic charges, reported in e, are given here:
1. C -0.22
2. O -0.11
3. C -0.20
4. C -0.18
5. C -0.19
6. C -0.19
7. C -0.17
8. N 0.17
9. H 0.09
10. H 0.13
11. H 0.11
12. H 0.13
13. H 0.12
14. H 0.12
15. H 0.10
16. H 0.07
17. H 0.13
18. H 0.14
19. H 0.11
20. H 0.13
21. H 0.10
22. H 0.11
23. H 0.13
24. H 0.08
25. H 0.00
26. H 0.00
27. O -0.08
28. H 0.08
29. H 0.06
30. O -0.05
31. H 0.04
32. H 0.04
33. O -0.04
34. H 0.08
35. H 0.01
36. O -0.02
37. H 0.03
38. H 0.02
39. O -0.05
40. H 0.00
41. H -0.02
42. O -0.06
43. H 0.09
44. H 0.07
45. O -0.03
46. H 0.03
47. H 0.09
48. O -0.05
49. H 0.00
50. H 0.00
51. O -0.06
52. H 0.08
53. H 0.01
54. O -0.04
55. H 0.08
56. H 0.02
57. O -0.07



Computed, not measured: 2 unconnected molecules or ions with the total composition H3O4P, with ωB97M-V/def2-TZVPD.

CARTESIAN COORDINATES (ANGSTROEM)
O 2.0369 -0.1783 1.1839
O -1.5197 0.9344 -1.8498
O 0.7974 -0.7968 1.4483
O -0.6677 0.7039 -0.7830
P -0.0990 -1.3968 0.1091
H 1.6277 0.6727 1.2093
H -0.9751 1.4467 -2.4422
H -1.2005 -1.3858 1.1244

Summary:
Total charge: 0
Energy relative to the best compared isomer or geometry (same formula, charge and spin) in kJ/mol: 612.9
Frontier orbital gap (spin up / spin down) in hartree: 0.294 / 0.276
Highest occupied orbital energy (spin up / spin down) in eV: -9.057 / -8.590

The molecule's Löwdin atomic charges, reported in e, are given here:
1. O -0.06
2. O -0.14
3. O -0.53
4. O -0.42
5. P 1.05
6. H 0.08
7. H 0.07
8. H -0.04



Computed, not measured: C4H10 in the gas phase, with ωB97M-V/def2-TZVPD.

CARTESIAN COORDINATES (ANGSTROEM)
C 0.5830 -1.4148 -1.1134
C -0.3197 -0.8860 0.0475
C -0.4761 0.7429 -0.0682
C 0.1938 1.5304 1.1181
H 1.0551 -0.6010 -1.6753
H 1.4682 -1.8965 -0.7058
H -0.2006 -1.8048 -1.7626
H -1.3677 -1.1561 -0.0604
H -0.0290 -1.0639 1.0772
H -0.2577 1.0037 -1.1065
H -1.5492 0.8072 0.0750
H -0.5610 2.2064 1.5216
H 0.2100 0.7612 1.9097
H 1.1670 1.9191 0.8482

Summary:
Total charge: 0
Energy relative to the best compared isomer or geometry (same formula, charge and spin) in kJ/mol: 139.3
Frontier orbital gap in hartree: 0.420
Highest occupied orbital energy in eV: -10.140
SMILES: CCCC

The molecule's Löwdin atomic charges, reported in e, are given here:
1. C -0.11
2. C -0.23
3. C -0.24
4. C -0.10
5. H 0.05
6. H 0.06
7. H 0.07
8. H 0.08
9. H 0.08
10. H 0.09
11. H 0.07
12. H 0.06
13. H 0.06
14. H 0.06



Number 1: F_max 0.0048 hartree/bohr, M 142.3 g/mol, calculated total energy -1398.0066 hartree. Number 2: F_max 0.0886 hartree/bohr, M 119.2 g/mol, calculated total energy -685.5671 hartree. Number 3: F_max 0.0076 hartree/bohr, M 97.1 g/mol, calculated total energy -320.7470 hartree. Number 4: F_max 0.0460 hartree/bohr, M 449.6 g/mol, calculated total energy -2043.1350 hartree. Number 5: F_max 0.0685 hartree/bohr, M 316.4 g/mol, calculated total energy -1208.8040 hartree. Number 6: F_max 0.0610 hartree/bohr, M 98.0 g/mol, calculated total energy -643.8279 hartree. Number 7: F_max 0.0641 hartree/bohr, M 58.1 g/mol, calculated total energy -158.3498 hartree.